Density functional theory data (ωB97M-V/def2-TZVPD) for a molecular structure, C17H27AuN6O3S3.

Last column: Löwdin charge in e.
Positions of all 57 atoms, in Å:
1 Au 0.4580 -0.3418 0.0709  0.890
2 O 2.6127 3.2477 -0.4878  0.027
3 C 1.5795 4.0914 -0.7077  -0.266
4 C 1.8668 5.3124 -1.3179  -0.022
5 C 0.8613 6.2262 -1.5565  -0.091
6 C -0.4508 5.9394 -1.1883  -0.099
7 C -0.7360 4.7298 -0.5879  -0.036
8 C 0.2596 3.7797 -0.3430  -0.079
9 C -0.0984 2.4698 0.2759  -0.439
10 O 0.8953 1.6384 0.5045  -0.259
11 N -1.3546 2.2558 0.5149  0.019
12 N -1.5898 1.0933 1.2321  -0.112
13 C -2.7549 0.6192 1.1243  -0.949
14 S -3.2258 -0.7685 2.1114  0.884
15 C -4.7636 -1.0850 1.2194  -0.551
16 C -5.3405 0.2558 0.8023  -0.534
17 S -4.0193 1.2287 0.0286  0.887
18 H 2.2116 2.4713 -0.0209  0.045
19 H 2.8947 5.5190 -1.5859  0.114
20 H 1.1002 7.1720 -2.0268  0.100
21 H -1.2396 6.6583 -1.3652  0.095
22 H -1.7457 4.4820 -0.2906  0.104
23 H -5.4353 -1.6152 1.8940  0.077
24 H -4.5662 -1.7138 0.3494  0.049
25 H -5.7176 0.7977 1.6690  0.075
26 H -6.1479 0.1422 0.0788  0.075
27 C 1.8610 -3.2399 -1.1528  -0.067
28 C 0.4654 -3.4096 -0.5557  -0.721
29 C 0.5943 -3.7608 0.9267  -0.056
30 C -0.2761 -4.5158 -1.2989  -0.090
31 N -0.2314 -2.1015 -0.6772  -0.585
32 H 2.4464 -4.1501 -1.0101  0.088
33 H 2.3834 -2.4203 -0.6575  0.043
34 H 1.8072 -3.0425 -2.2282  0.076
35 H 1.1312 -4.7029 1.0580  0.085
36 H -0.3941 -3.8545 1.3819  0.081
37 H 1.1459 -2.9752 1.4456  0.063
38 H 0.3103 -5.4338 -1.2487  0.087
39 H -0.4199 -4.2623 -2.3524  0.075
40 H -1.2537 -4.7184 -0.8588  0.063
41 C 5.1452 0.1308 2.1182  -0.007
42 C 4.0550 -0.2829 1.1590  -0.593
43 N 3.9711 0.4469 0.0106  0.157
44 O 3.3013 -1.2128 1.3828  0.003
45 H 6.0353 0.4804 1.5962  0.077
46 H 5.3917 -0.7122 2.7572  0.081
47 H 4.7732 0.9437 2.7443  0.088
48 H 4.3996 1.3563 -0.0431  0.094
49 H 3.1263 0.3191 -0.5282  0.063
50 N -0.6079 -0.9102 -3.1121  0.142
51 C -1.7644 -1.0462 -2.4924  -0.672
52 N -2.8736 -0.4257 -2.8988  0.125
53 S -1.8164 -1.9930 -1.0420  0.944
54 H -0.4385 -0.1484 -3.7479  0.126
55 H 0.1775 -1.3012 -2.5890  0.068
56 H -2.8354 0.2206 -3.6694  0.119
57 H -3.5819 -0.2473 -2.1986  0.044

Its HOMO energy is -7.52 eV. For the energy above the lowest of the compared OMol25 structures with the same formula, charge and spin, the calculation gives 0.0 kcal/mol.